C3H8O | wB97M-V/def2-TZVPD

Properties
**Kohn-Sham gap**: 10.804 eV
**Maximum force**: 3.7 eV/A
**LUMO energy**: 0.0425 hartree
**SMILES**: CCOC
**Energy above the lowest of the compared OMol25 structures with the same formula, charge and spin**: 156.7 kJ/mol
**Molecular weight**: 60.10 g/mol

Element x y z (Å)
C (-1.90526, -0.16084, 0.43405)
C (-0.47830, -0.21179, -0.12964)
O (0.65915, 0.27081, 0.40131)
C (1.73927, 0.14609, -0.49090)
H (-2.55988, -0.48609, -0.40629)
H (-2.01192, -0.72796, 1.38781)
H (-2.11337, 0.84024, 0.71293)
H (-0.51751, 0.16162, -1.10605)
H (-0.36302, -1.21300, -0.38253)
H (1.36537, 0.47701, -1.52563)
H (2.47967, 0.85703, -0.19478)
H (2.31321, -0.71615, -0.57702)

Forces on the atoms, in the same order (eV/Å):
1.2 0.0 0.9
-2.2 -1.3 -1.4
1.8 0.6 2.4
-1.3 3.1 -1.6
0.3 0.1 0.9
-0.1 -0.1 -1.0
-0.7 1.2 0.1
-0.6 1.3 -1.9
0.5 -2.6 -0.1
0.7 -0.6 1.1
0.3 0.9 0.3
0.1 -2.5 0.1

Mulliken population analysis, charges in e, atoms 1 to 6:
1. C -1.073
2. C -0.427
3. O -0.369
4. C -0.719
5. H 0.294
6. H 0.279